{"formula": "C28H31AsBrCoF4NOPS3", "method": "wB97M-V/def2-TZVPD", "species": ["Co", "F", "C", "C", "F", "C", "F", "C", "P", "C", "C", "C", "C", "C", "C", "C", "C", "C", "C", "C", "C", "C", "Br", "C", "F", "H", "H", "H", "H", "H", "H", "H", "H", "H", "H", "C", "C", "S", "C", "C", "S", "H", "H", "H", "H", "H", "H", "N", "C", "O", "C", "C", "H", "H", "H", "H", "H", "H", "C", "As", "C", "C", "S", "H", "H", "H", "H", "H", "H", "H", "H", "H"], "positions_angstrom": [[0.172866, -0.812314, -0.552340], [3.958904, 4.667101, 3.497802], [3.067054, 3.763365, 3.082248], [2.373268, 3.007203, 3.999227], [2.578505, 3.198624, 5.308353], [1.442939, 2.077534, 3.563593], [0.748129, 1.460920, 4.529322], [1.193377, 1.845338, 2.221113], [0.246523, 0.377099, 1.591259], [0.498435, -0.815395, 2.979852], [-0.505079, -1.247455, 3.840866], [-0.232952, -2.184654, 4.829217], [1.046068, -2.701690, 4.973136], [2.057279, -2.260818, 4.129419], [1.785193, -1.328554, 3.139224], [-1.486756, 0.936452, 1.836498], [-1.814793, 2.250740, 2.154489], [-3.143252, 2.641818, 2.265626], [-4.159063, 1.720347, 2.059771], [-3.840194, 0.410509, 1.721230], [-2.515784, 0.022253, 1.600929], [1.895190, 2.644707, 1.313226], [1.637132, 2.467982, -0.535675], [2.808920, 3.595529, 1.738146], [3.474270, 4.368206, 0.873036], [-1.505122, -0.841047, 3.764889], [-1.028026, -2.501813, 5.493291], [1.253885, -3.441061, 5.737152], [3.062695, -2.650562, 4.232073], [2.576059, -0.985915, 2.479401], [-1.032638, 2.984203, 2.308720], [-3.381313, 3.669847, 2.511350], [-5.195686, 2.023820, 2.147837], [-4.625625, -0.309388, 1.525170], [-2.278300, -0.990504, 1.286683], [-3.954931, 0.797023, -2.087081], [-2.785169, -0.104194, -1.736662], [-1.215458, 0.699073, -1.626560], [-2.931841, -1.415894, -1.487347], [-4.270747, -2.106904, -1.593642], [-1.572052, -2.433975, -1.028819], [-3.599276, 1.804145, -2.300155], [-4.660637, 0.871365, -1.252395], [-4.509178, 0.439312, -2.959908], [-5.101227, -1.401019, -1.659945], [-4.431624, -2.754667, -0.728025], [-4.300301, -2.751695, -2.478376], [4.655371, -0.464310, -0.890352], [3.546018, -0.789662, -0.141779], [3.130781, -0.008657, 0.706351], [2.982340, -2.170161, -0.390314], [1.478110, -2.357305, -0.156538], [4.902840, 0.511823, -0.883831], [4.775183, -0.939515, -1.768851], [3.602049, -2.830155, 0.236933], [3.206698, -2.428999, -1.429602], [1.304789, -2.634379, 0.888294], [1.180963, -3.223876, -0.751009], [-0.160765, 1.535127, -5.002634], [0.868802, -0.044173, -4.615617], [1.726740, -0.321468, -6.330635], [-0.351648, -1.514623, -4.494403], [2.351318, 0.001310, -3.147775], [-0.619797, 1.401151, -5.982346], [0.516436, 2.387308, -5.011915], [-0.907631, 1.672147, -4.223697], [0.988167, -0.395434, -7.130696], [2.314562, -1.234568, -6.276435], [2.392432, 0.518842, -6.516229], [-1.023099, -1.510080, -5.354050], [-0.908106, -1.443260, -3.560059], [0.247787, -2.422115, -4.480064]], "atomic_forces_ev_per_a": [[-0.4333, -1.0466, -0.5009], [-0.0310, -0.0131, -0.0210], [0.0736, 0.0835, 0.0659], [-0.1007, -0.0601, 0.1681], [-0.0061, -0.0115, -0.0569], [-0.2222, 0.1224, 0.3105], [0.0896, -0.0377, -0.1177], [0.3978, -0.3360, -0.3229], [-0.6515, 0.2480, 0.7795], [0.0698, 0.0886, -0.0177], [-0.0694, 0.0267, -0.0047], [0.0095, 0.0108, -0.0327], [0.0080, 0.0403, -0.0415], [-0.0642, -0.0019, 0.0157], [0.1541, 0.0111, 0.0138], [0.0852, 0.1007, 0.1266], [-0.0177, -0.0263, 0.0615], [0.0044, -0.0255, -0.0104], [0.0265, -0.0187, -0.0225], [0.0024, 0.0448, 0.0101], [0.0596, -0.0266, -0.0790], [0.0678, 0.1447, -0.1657], [0.0069, 0.0699, -0.0507], [-0.1118, -0.0915, -0.1397], [0.0027, -0.0352, -0.0106], [0.0186, -0.0140, -0.0458], [0.0070, -0.0197, -0.0194], [0.0008, 0.0175, 0.0069], [-0.0007, 0.0005, 0.0081], [-0.1186, -0.0804, 0.0507], [-0.0155, -0.0007, 0.0145], [0.0057, -0.0090, -0.0051], [0.0143, -0.0028, -0.0143], [0.0121, -0.0082, 0.0001], [-0.0066, 0.0121, -0.0183], [0.1161, -0.0214, 0.0069], [0.0126, 0.0253, -0.0539], [-0.0028, 0.4892, -0.0660], [-0.0154, -0.0784, -0.0516], [0.0717, 0.0043, 0.0255], [0.0292, 0.1650, 0.2982], [0.0035, -0.0017, -0.0107], [0.0062, 0.0100, -0.0120], [0.0074, -0.0010, 0.0059], [0.0219, -0.0295, -0.0032], [0.0011, 0.0200, -0.0155], [-0.0113, -0.0100, 0.0178], [-0.2020, -0.0719, 0.1782], [0.1576, 0.1108, -0.0904], [0.1821, -0.1729, -0.0920], [-0.0149, -0.0089, -0.0558], [0.5297, 0.3887, -0.0890], [0.0056, 0.0539, 0.0211], [-0.0470, 0.0145, -0.0346], [0.0283, -0.0581, -0.0270], [0.0923, 0.0081, 0.0476], [-0.0976, 0.0038, 0.0255], [-0.1251, -0.0210, 0.0040], [-0.0058, 0.1160, 0.2074], [0.1367, -0.1990, -0.1761], [-0.0166, -0.0293, -0.0678], [-0.1027, 0.0032, 0.0608], [-0.0187, 0.2112, -0.0135], [-0.0277, 0.0264, 0.0170], [0.0060, 0.0137, -0.0435], [-0.0074, -0.0256, 0.0213], [0.0064, -0.0082, 0.0258], [0.0205, -0.0254, -0.0090], [0.0263, 0.0124, -0.0105], [0.0088, 0.0062, 0.0054], [-0.0261, -0.0132, 0.0195], [-0.0159, -0.0630, -0.0004]], "mulliken_spin": [2.717, 0.000, 0.001, 0.001, 0.000, -0.003, -0.001, -0.001, 0.005, -0.011, 0.002, -0.001, 0.003, -0.001, 0.001, 0.012, 0.001, -0.001, 0.001, -0.001, 0.001, 0.010, 0.003, -0.002, 0.000, 0.000, 0.000, 0.000, 0.000, 0.002, 0.000, 0.000, 0.000, 0.000, 0.003, -0.006, -0.005, 0.081, 0.014, -0.015, 0.136, 0.001, 0.000, 0.000, 0.001, 0.000, 0.005, 0.002, 0.019, -0.023, -0.001, 0.042, 0.000, 0.002, 0.004, 0.003, -0.006, -0.011, 0.002, -0.004, 0.000, -0.006, 0.016, 0.000, 0.000, -0.002, 0.000, 0.000, 0.000, 0.000, 0.011, -0.001], "charge": -1, "gap_ev": [5.7, 6.0], "multiplicity": 4}